Molecular formula: C5H12N4OS
Method: DFT, the ωB97M-V functional and the def2-TZVPD basis

The geometry in ORCA input format:
```
! wB97M-V def2-TZVPD RIJCOSX def2/J DEFGRID3
* xyz 0 1
H -0.22278 -3.58152 -1.22433
O -1.62219 -2.70671 0.05638
H -1.28416 0.96260 -1.81097
H 0.55954 2.44144 2.61848
C -0.17200 0.46076 0.67635
N -0.94134 -0.58385 0.12129
N 0.31249 -2.12965 1.31834
H 0.42958 1.06615 -2.04078
C 0.47877 0.42021 1.86161
N -1.07446 -1.76184 0.84935
H 1.56571 1.14342 3.46051
H -1.84690 -0.25360 -0.02208
C -0.42819 1.56550 -1.51477
H 2.18502 1.89450 2.03072
C -1.17134 -2.91837 -1.28068
C 1.29272 1.54167 2.49454
H -0.16331 2.58888 -1.90465
N -0.34818 1.62987 -0.07966
H -1.96133 -3.17708 -1.88201
H 0.06641 -3.12629 1.70911
S 0.69259 -1.13522 2.69130
H 0.34287 2.34427 0.15806
H -0.63882 -1.93512 -1.41668
*
```

Output
M ... 176.25 g/mol
Energy relative to the best compared isomer or geometry (same formula, charge and spin) ... 3.479 eV
SMILES ... CNc1[nH]n(OC)[nH]sc1C
Electronic energy ... -889.94469 hartree

These are the Löwdin partial charges, in e, on atoms 1 to 6:
1. H 0.108
2. O -0.177
3. H 0.070
4. H 0.112
5. C -0.343
6. N 0.014


Molecular formula: C43H32Cl5OP2Sc
Method: DFT, the ωB97M-V functional and the def2-TZVPD basis

The geometry in ORCA input format:
```
! wB97M-V def2-TZVPD RIJCOSX def2/J DEFGRID3
* xyz 2 1
C 1.88059 1.26442 3.81183
C 3.61056 -4.50103 -1.10296
H 2.03670 -1.51078 -1.69572
Cl 3.06768 -2.27466 1.38136
C 0.68013 4.16243 1.43714
C -3.67859 2.70659 -2.92271
C 1.38077 -4.58171 -0.17985
H -4.52458 -2.06184 -3.04329
Sc 0.31597 -0.02488 -0.27931
H -4.20031 2.09304 -3.65467
C -2.16469 -4.53036 -3.39281
C -0.89641 0.03506 1.71909
H 2.99993 -0.10389 -3.88442
H 2.39887 -0.12057 -4.34906
C -1.04735 -3.27427 1.22832
Cl 1.77139 2.67261 4.75737
H -1.79711 4.92261 -0.28972
P -0.43587 2.47669 -0.46762
O -1.06808 0.07052 2.90219
H -0.39868 5.24353 4.44368
H -2.91871 -1.28216 -1.30294
C -1.47104 3.15295 1.99289
C -3.33450 -3.78881 -3.61269
C 0.90541 3.92582 -2.44582
C -1.91619 3.03148 -1.33941
H -2.30471 2.49390 1.70671
C -1.56538 -2.97980 -1.66515
H 4.21604 -2.66114 -2.07980
C -3.60749 -2.62769 -2.87215
P -0.45075 -2.52985 -0.31214
C 1.74429 0.07690 1.61408
H 4.43556 2.55980 -1.41711
H -1.93935 -5.43154 -3.96609
C -3.46070 4.81936 -1.71475
C -2.56268 2.19255 -2.26876
C 2.03012 1.21268 2.42734
H 4.20417 4.29148 -3.22481
H -0.32336 -4.66471 -2.20983
H 1.51587 4.25742 0.73260
C 3.41031 -3.20407 -1.58162
H -3.62573 -5.09483 2.37906
C 0.68535 4.83531 2.64675
H -2.32274 3.76495 3.85988
C -2.27213 -3.94384 1.21112
H -2.19993 1.16538 -2.47422
C 1.18257 -3.29218 -0.69042
C 2.44750 -0.99218 2.29750
C -0.29824 -3.08386 2.39586
H -3.78364 5.83473 -1.48554
H 0.62843 -2.50438 2.34182
C -2.34169 4.32849 -1.04289
H 1.93809 5.14366 -3.86395
H -2.83398 -4.00868 0.26947
C -1.93182 -4.40811 3.56482
C 2.61089 -5.18859 -0.40679
H -0.12475 -3.57969 4.47676
H 2.41891 1.66151 -0.33233
C -0.40557 4.70023 3.50436
Cl 3.61732 -2.29145 4.29135
C 2.05482 4.39351 -3.08538
H -0.10768 4.27593 -2.69507
C -0.73512 -3.67936 3.57558
C 1.05275 2.98315 -1.43116
H -4.03636 -4.12327 -4.37428
C 2.18114 -2.57108 -1.38461
H -2.27403 -4.88171 4.48003
Cl 2.82711 0.08861 6.11901
C -1.47245 3.86491 3.18748
H -4.98640 4.41461 -3.16695
C 3.45488 2.93519 -1.72986
C 2.30402 2.43077 -1.12485
C -4.11903 4.01177 -2.64752
Cl 3.01309 2.54074 1.83564
C -2.69670 -4.53482 2.39751
H 1.54763 5.44892 2.89062
C 2.44566 0.13627 4.48901
C 2.78450 -0.97239 3.64901
C -1.25616 -4.11895 -2.41564
C -0.40300 3.34644 1.12464
H 4.56854 -4.99899 -1.27013
C 3.31925 3.90951 -2.71970
C -2.71575 -2.19547 -1.89281
H 0.57111 -5.05895 0.39760
H 2.75145 -6.19983 -0.03019
*
```

Output
M ... 848.90 g/mol
Electronic energy ... -5476.74249 hartree

These are the Löwdin partial charges, in e, on atoms 1 to 6:
1. C -0.714
2. C -0.052
3. H 0.073
4. Cl 0.864
5. C -0.159
6. C -0.058


no.,HOMO (eV)
1,-7.226
2,-12.873